Record 1
Molecular formula: H26O13
Method: DFT, ωB97M-V/def2-TZVPD

Structure (ORCA input):
```
! wB97M-V def2-TZVPD RIJCOSX def2/J DEFGRID3
* xyz 0 1
H 0.079 -0.222 0.059
H 0.005 1.174 -0.538
H -2.826 -0.252 -0.669
H -3.263 0.926 0.186
H -2.308 -0.151 2.948
H -1.886 -1.497 3.516
H 4.635 1.979 -0.136
H 3.748 1.686 1.063
H -1.118 5.368 -0.560
H -0.429 4.546 0.516
H 0.497 -0.243 2.619
H 0.137 1.085 3.266
H 3.163 -1.920 -0.011
H 3.776 -0.555 0.252
H 1.261 -2.764 0.856
H 0.554 -3.280 2.099
H -3.126 -3.308 -0.601
H -2.705 -2.847 0.785
H 1.373 0.603 -3.377
H 0.264 1.295 -2.602
H -1.937 -3.138 -2.364
H -2.926 -1.984 -2.340
H -0.946 -0.902 -1.137
H -0.246 -2.123 -1.710
H 2.310 2.286 -1.373
H 1.171 3.120 -0.811
O -0.539 0.495 -0.123
O -2.764 0.708 -0.609
O -1.566 -0.599 3.370
O 4.513 2.205 0.793
O -0.525 5.450 0.195
O 0.769 0.681 2.661
O 3.472 -1.350 0.703
O 0.449 -2.663 1.366
O -2.456 -2.787 -0.144
O 0.748 0.463 -2.657
O -2.704 -2.785 -2.828
O -0.160 -1.448 -1.028
O 1.507 2.749 -1.635
*
```

Properties
ΔE to the lowest compared entry with this formula, charge and spin	110.0	kcal/mol
HOMO energy	-9.8	eV



Record 2
Molecular formula: C25H35N2O11
Method: DFT, ωB97M-V/def2-TZVPD

Structure (ORCA input):
```
! wB97M-V def2-TZVPD RIJCOSX def2/J DEFGRID3
* xyz 0 2
C 7.100 1.224 0.045
C 5.921 2.193 0.189
O 5.459 2.688 -1.047
C 4.678 1.779 -1.795
C 3.218 2.236 -1.856
O 2.319 1.164 -2.028
C 1.686 0.623 -0.858
N 2.543 0.504 0.289
C 0.486 1.500 -0.525
C -0.592 0.893 0.392
C -0.208 0.834 1.888
C -1.838 1.775 0.275
N -0.931 -0.468 -0.122
O -1.859 -0.491 -0.998
C 0.185 -1.431 -0.385
C -0.394 -2.639 -1.123
C 0.805 -1.963 0.913
C 1.209 -0.751 -1.301
H 6.981 0.362 0.702
H 8.035 1.705 0.323
H 7.181 0.851 -0.972
H 6.226 3.064 0.763
H 5.108 1.711 0.743
H 4.739 0.764 -1.397
H 5.084 1.739 -2.807
H 2.985 2.854 -0.987
H 3.090 2.869 -2.733
H 3.382 -0.022 0.097
H 2.770 1.393 0.709
H 0.002 1.737 -1.473
H 0.806 2.451 -0.093
H -0.356 -0.161 2.291
H -0.860 1.495 2.457
H 0.813 1.147 2.071
H -2.086 2.003 -0.756
H -1.651 2.708 0.803
H -2.681 1.287 0.758
H 0.392 -3.394 -1.181
H -0.687 -2.394 -2.139
H -1.241 -3.055 -0.587
H 1.624 -2.627 0.635
H 1.228 -1.189 1.536
H 0.076 -2.555 1.463
H 0.749 -0.631 -2.282
H 2.076 -1.403 -1.423
C -0.896 -5.614 1.322
C -0.951 -6.277 0.158
C -0.238 -7.590 -0.054
O -0.360 -8.115 -1.145
C 0.541 -8.141 1.039
C 0.598 -7.475 2.201
C -0.126 -6.169 2.416
O -0.014 -5.650 3.512
O 1.280 -7.892 3.255
O -1.618 -5.844 -0.898
H -1.407 -4.674 1.482
H 1.054 -9.078 0.877
H 1.137 -7.223 3.951
H -1.493 -6.513 -1.598
C -4.370 5.433 -0.656
C -5.276 6.069 -1.410
C -6.759 5.958 -1.152
O -7.495 6.588 -1.888
C -7.213 5.120 -0.059
C -6.307 4.481 0.693
C -4.824 4.607 0.446
O -4.085 3.994 1.195
O -6.619 3.695 1.711
O -4.965 6.845 -2.435
H -3.307 5.507 -0.833
H -8.277 5.038 0.113
H -5.771 3.369 2.071
H -5.813 7.176 -2.791
*
```

Properties
ΔE to the lowest compared entry with this formula, charge and spin	0.0	kcal/mol
HOMO energy (alpha / beta)	-8.0 / -9.2	eV



Record 3
Molecular formula: C4H6O2
Method: DFT, ωB97M-V/def2-TZVPD

Structure (ORCA input):
```
! wB97M-V def2-TZVPD RIJCOSX def2/J DEFGRID3
* xyz 0 1
C 0.666 -1.226 1.358
C -0.024 -0.714 0.135
O -0.636 -1.414 -0.641
C 0.082 0.795 -0.154
C -0.707 1.237 -1.340
O 0.807 1.486 0.525
H 0.551 -2.307 1.435
H 1.724 -0.963 1.326
H 0.253 -0.738 2.243
H -0.564 2.309 -1.528
H -0.398 0.494 -2.130
H -1.771 1.008 -1.222
*
```

Properties
ΔE to the lowest compared entry with this formula, charge and spin	15.1	kcal/mol
HOMO energy	-9.6	eV



Record 4
Molecular formula: C4H7N3O
Method: DFT, ωB97M-V/def2-TZVPD

Structure (ORCA input):
```
! wB97M-V def2-TZVPD RIJCOSX def2/J DEFGRID3
* xyz 0 1
C -0.440 -0.606 -1.638
C -0.602 1.659 0.974
N -0.299 -1.037 0.227
C 0.451 0.833 0.368
O -0.666 0.629 -1.582
N 1.651 0.857 0.285
C 0.589 -1.968 0.549
N 1.474 -2.697 0.722
H -1.213 -1.151 0.652
H 2.265 0.140 -0.078
H -1.229 -1.308 -1.951
H 0.572 -0.966 -1.893
H -0.303 2.706 0.890
H -0.707 1.390 2.027
H -1.542 1.520 0.446
*
```

Properties
ΔE to the lowest compared entry with this formula, charge and spin	94.4	kcal/mol
HOMO energy	-9.5	eV



Record 5
Molecular formula: C49H77N11O3
Method: DFT, ωB97M-V/def2-TZVPD

Structure (ORCA input):
```
! wB97M-V def2-TZVPD RIJCOSX def2/J DEFGRID3
* xyz 0 1
O 2.077 5.909 -5.050
C 2.162 4.719 -5.244
O 3.273 4.111 -5.524
C 3.149 2.919 -6.180
C 1.741 2.585 -5.538
O 1.183 3.851 -5.285
H 3.214 3.108 -7.251
H 3.990 2.312 -5.845
H 1.982 2.115 -4.585
H 1.133 1.895 -6.123
C 2.358 -6.208 3.324
C 2.035 -5.483 2.130
C 1.288 -4.320 2.171
N 0.756 -3.872 3.377
C 0.978 -4.601 4.518
C 1.785 -5.755 4.507
H 3.026 -7.057 3.325
H 2.496 -5.676 1.173
H 1.096 -3.684 1.319
H 0.479 -4.366 5.447
H 1.998 -6.384 5.359
C 0.574 1.173 -1.143
C -0.839 1.135 -1.068
C -1.453 0.227 -0.208
N -0.776 -0.591 0.579
C 0.587 -0.526 0.528
C 1.288 0.324 -0.274
H 1.044 1.779 -1.903
H -1.427 1.761 -1.723
H -2.521 0.095 -0.298
H 1.096 -1.354 1.000
H 2.360 0.190 -0.280
C -1.991 0.512 4.295
C -1.240 -0.861 4.387
C -0.277 -0.990 5.635
C 0.683 0.162 5.711
N 1.429 1.054 5.768
H -1.247 1.306 4.248
H -2.626 0.783 5.138
H -2.546 0.438 3.359
H -0.614 -1.038 3.513
H -2.004 -1.638 4.400
H 0.242 -1.944 5.543
H -0.883 -1.063 6.538
C 2.173 3.667 1.777
C 1.712 2.448 2.600
C 2.839 1.481 2.809
C 3.812 1.991 3.787
N 4.578 2.483 4.513
H 1.350 4.364 1.616
H 2.487 3.381 0.773
H 2.980 4.142 2.334
H 0.924 1.944 2.040
H 1.168 2.742 3.497
H 3.248 1.306 1.814
H 2.556 0.467 3.091
C 1.941 -2.667 -2.153
C 2.605 -3.813 -2.908
C 3.428 -4.790 -2.022
C 3.776 -6.118 -2.570
N 4.072 -7.176 -3.003
H 1.314 -3.007 -1.329
H 1.352 -2.046 -2.827
H 2.681 -2.008 -1.698
H 3.205 -3.384 -3.711
H 1.737 -4.277 -3.375
H 2.846 -5.063 -1.142
H 4.399 -4.374 -1.752
C -2.325 -2.936 -5.430
C -1.717 -2.983 -4.010
C -1.616 -1.624 -3.279
C -0.675 -0.662 -3.981
N 0.103 0.066 -4.542
H -1.701 -2.354 -6.109
H -3.368 -2.617 -5.442
H -2.354 -3.991 -5.704
H -0.743 -3.461 -4.113
H -2.361 -3.639 -3.425
H -1.179 -1.787 -2.295
H -2.596 -1.165 -3.144
C -1.421 6.055 -2.727
C -0.550 6.696 -1.626
C 0.945 6.594 -1.850
C 1.525 5.263 -1.826
N 1.952 4.198 -1.833
H -2.418 6.199 -2.310
H -1.376 4.967 -2.780
H -1.369 6.574 -3.684
H -0.665 6.118 -0.709
H -0.868 7.696 -1.329
H 1.548 7.206 -1.179
H 1.223 6.971 -2.834
C -3.152 1.443 -5.558
C -2.566 2.681 -4.855
C -3.611 3.399 -3.985
C -3.980 2.748 -2.716
N -4.216 2.214 -1.730
H -3.320 0.589 -4.902
H -2.473 1.089 -6.332
H -4.150 1.676 -5.931
H -2.297 3.388 -5.639
H -1.704 2.431 -4.237
H -4.462 3.688 -4.603
H -3.225 4.399 -3.785
C 4.380 -1.913 4.892
C 5.476 -2.758 4.170
C 4.848 -3.466 2.994
C 4.156 -2.615 2.032
N 3.627 -1.950 1.261
H 4.765 -1.336 5.733
H 3.555 -2.421 5.392
H 3.884 -1.229 4.204
H 6.097 -3.376 4.818
H 6.280 -2.125 3.794
H 4.114 -4.207 3.312
H 5.664 -3.962 2.468
C -4.956 3.326 2.824
C -4.324 2.776 1.580
C -2.923 3.267 1.269
C -2.578 4.651 1.615
N -2.265 5.727 1.903
H -4.871 4.411 2.887
H -4.338 2.995 3.659
H -5.957 2.964 3.058
H -5.006 3.053 0.776
H -4.271 1.688 1.544
H -2.743 3.182 0.198
H -2.285 2.545 1.779
C -4.603 -4.582 2.872
C -3.125 -4.290 2.529
C -2.923 -2.860 1.981
C -3.370 -2.679 0.574
N -3.777 -2.594 -0.525
H -4.790 -4.100 3.831
H -4.783 -5.636 3.087
H -5.317 -4.163 2.163
H -2.758 -4.984 1.773
H -2.623 -4.531 3.466
H -1.879 -2.549 1.999
H -3.463 -2.136 2.592
*
```

Properties
ΔE to the lowest compared entry with this formula, charge and spin	0.0	kcal/mol
HOMO energy	-9.8	eV



Record 6
Molecular formula: C11H13BrDyO
Method: DFT, ωB97M-V/def2-TZVPD

Structure (ORCA input):
```
! wB97M-V def2-TZVPD RIJCOSX def2/J DEFGRID3
* xyz -1 6
C 0.849 1.994 0.221
C -0.233 2.815 0.618
C -0.441 2.611 2.017
H -0.819 3.481 -0.006
C 0.529 1.664 2.486
C 1.317 1.272 1.371
H 2.119 0.542 1.376
H 1.276 1.962 -0.775
H -0.975 3.311 2.645
H 0.562 1.253 3.490
Dy -0.991 0.364 0.914
Br -0.826 -0.522 -1.525
C 0.383 -3.814 -2.411
C 1.674 -3.806 -1.807
C 2.489 -2.875 -2.522
H 1.988 -4.415 -0.964
C 1.698 -2.310 -3.566
C 0.398 -2.892 -3.501
H -0.437 -2.664 -4.157
H -0.466 -4.419 -2.107
H 3.533 -2.650 -2.320
H 2.027 -1.574 -4.295
C -3.155 2.170 3.003
O -2.373 1.407 2.069
H -4.083 1.598 3.118
H -3.373 3.190 2.643
H -2.669 2.306 3.986
*
```

Properties
HOMO energy (alpha / beta)	-2.3 / -2.3	eV



Record 7
Molecular formula: C14H23F3NPPb
Method: DFT, ωB97M-V/def2-TZVPD

Structure (ORCA input):
```
! wB97M-V def2-TZVPD RIJCOSX def2/J DEFGRID3
* xyz 0 1
C -2.803 0.207 -4.093
C -2.614 -1.018 -3.455
C -1.899 -1.074 -2.228
C -1.415 0.084 -1.681
C -1.564 1.299 -2.318
C -2.279 1.374 -3.540
C -1.689 -2.415 -1.552
C -0.243 -2.908 -1.371
N 0.826 -1.869 -1.143
Pb -0.022 -0.103 -0.043
C -0.864 2.531 -1.751
P 0.828 1.993 -1.228
H -3.005 -1.938 -3.896
H -2.395 2.334 -4.047
H -3.359 0.253 -5.038
H -1.383 2.908 -0.848
H -0.776 3.364 -2.471
H -2.146 -2.361 -0.543
H -2.212 -3.215 -2.089
H -0.196 -3.583 -0.518
C 1.510 3.246 -0.159
C 1.780 1.999 -2.725
H 0.100 -3.455 -2.259
C 1.380 -1.391 -2.433
C 1.927 -2.426 -0.293
H -0.719 1.232 0.909
H 1.862 -2.249 -2.926
H 0.564 -1.013 -3.050
H 2.116 -0.609 -2.247
H 2.446 -3.177 -0.920
H 2.611 -1.652 0.026
H 1.477 -2.934 0.565
H 1.807 3.031 -3.116
H 2.821 1.667 -2.548
H 1.334 1.347 -3.492
H 1.669 4.172 -0.738
H 0.841 3.455 0.690
H 2.483 2.914 0.253
H 1.213 -0.016 1.205
F -2.438 -1.128 1.400
C -1.033 -1.226 1.484
F -0.722 -0.831 2.781
F -0.779 -2.624 1.492
*
```

Properties
ΔE to the lowest compared entry with this formula, charge and spin	47.4	kcal/mol
HOMO energy	-7.2	eV



Record 8
Molecular formula: C2H7NO3
Method: DFT, ωB97M-V/def2-TZVPD

Structure (ORCA input):
```
! wB97M-V def2-TZVPD RIJCOSX def2/J DEFGRID3
* xyz 0 1
O -0.960 -2.064 0.230
C -1.007 -0.756 0.044
O -2.015 0.147 0.400
C -0.070 -0.234 -1.117
N 1.271 -0.010 -0.568
H -1.831 -0.851 1.389
H -0.455 0.678 -1.530
H -0.129 -1.076 -1.911
H 1.701 -0.902 -0.188
H 1.802 0.397 -1.309
H 0.834 1.123 0.925
H 0.006 2.068 1.786
O 0.853 1.479 1.849
*
```

Properties
ΔE to the lowest compared entry with this formula, charge and spin	99.3	kcal/mol
HOMO energy	-10.3	eV